(1)
Molecular formula: C45H97BBrN7O12S
Method: DFT, the ωB97M-V functional and the def2-TZVPD basis

Positions of all 164 atoms, in Å:
1 H 2.0883 1.7423 -5.3245
2 H 5.1604 8.4131 0.1112
3 H -3.2999 -8.4886 7.2916
4 H 2.8062 -1.1612 -6.1002
5 H 2.8990 5.8760 -7.0265
6 H 3.7979 5.3119 -5.5381
7 C -0.9995 -2.6150 -3.6473
8 H -5.7388 1.1791 -0.2496
9 H 1.1783 -6.3128 2.9313
10 O -2.4749 7.3182 2.8990
11 H 1.7024 2.4225 -6.9609
12 C -1.3636 7.3427 3.4081
13 C -2.7365 -9.2767 7.7945
14 H -4.7058 7.3966 -1.9846
15 H -8.0683 -11.1282 12.0767
16 H -3.8859 -0.5248 -3.1040
17 C -3.8838 0.8727 -1.4532
18 H 2.4715 7.8996 -6.2426
19 H -8.6077 -9.4755 11.7080
20 H 5.3465 -4.5319 -0.4902
21 H 0.3347 9.2504 5.3541
22 C -4.9747 -9.4013 11.0083
23 H -5.8584 -0.1651 -1.4634
24 C 3.8996 5.8180 -6.5301
25 N -4.0346 7.1707 -1.2672
26 H 0.4837 -3.4062 -5.0736
27 H -3.4087 -9.8890 8.3934
28 H 4.5304 -6.4575 -1.5186
29 C -0.9307 -1.5440 -2.5213
30 H -1.3989 9.3226 3.5906
31 H -7.0182 -9.7470 12.4486
32 H 5.9434 10.3273 -0.9668
33 C -3.2734 5.5149 0.3690
34 C -0.5633 6.0890 3.6471
35 H 4.0279 0.3826 -6.8412
36 O -0.8046 -10.2436 6.7587
37 H 3.7114 1.7032 -8.0103
38 H -1.1296 5.2272 3.3022
39 H -3.5429 4.5205 0.7199
40 H -0.2392 -1.4171 2.5057
41 H -2.2508 -11.3421 5.2205
42 H -0.6397 -2.2209 -5.7716
43 H 1.8625 -1.6763 -4.0843
44 O 0.1724 3.3863 -0.3468
45 C 6.0233 4.2694 -6.7878
46 C 1.0364 -1.2852 -4.7365
47 H -7.7837 -10.6161 9.6730
48 H 1.0688 9.4119 3.7434
49 C 0.1940 1.6998 -2.5468
50 O -1.5417 -4.9634 3.5307
51 C 0.1114 -0.2381 -0.9663
52 H -5.3588 -8.4713 11.4304
53 H -2.4240 8.3464 -1.8459
54 H 0.1680 0.5340 -6.5689
55 H 0.5517 0.1825 2.4441
56 H -0.3628 5.9687 4.7132
57 H 0.7835 -4.6212 2.6168
58 H 1.4853 -5.0658 4.1745
59 H 5.1680 6.9995 -0.9620
60 H 2.8792 -6.8513 0.9631
61 O 0.7609 4.4259 -2.4991
62 C 4.9162 10.6954 -0.9483
63 H -4.7038 -10.1535 6.4957
64 C -0.0169 -2.4315 -4.8609
65 H 4.7069 1.7893 -5.0670
66 O -1.9266 -0.5377 0.6157
67 C 3.9714 -7.0961 -0.8414
68 C 3.6229 1.4156 -6.9333
69 H 1.0300 7.8305 4.5479
70 H 4.5242 10.6569 0.0696
71 C 4.3136 -4.1825 -0.4422
72 H -2.0059 -8.8128 8.4549
73 C 0.2792 -7.3845 5.5090
74 C -4.2332 -10.7795 5.7430
75 H -1.2515 1.3793 -1.0160
76 C 4.0528 9.8718 -1.8687
77 C 0.3644 -0.7357 1.8426
78 H -5.4644 1.9637 -2.5957
79 C -0.8267 0.7366 -1.8230
80 H 3.9037 3.2355 -5.7568
81 H -4.0195 -9.1955 10.5320
82 H 0.6714 -0.3578 -4.2514
83 H -4.8595 -0.4299 0.0214
84 H -4.8159 -10.1338 11.8014
85 H 1.2957 0.1691 -7.9157
86 C 4.8472 5.0404 -7.5034
87 H 1.6563 -2.5683 1.5416
88 C 4.5193 2.3443 -6.0126
89 S -0.0629 3.3884 -1.8300
90 C -1.7652 -0.1800 -2.6680
91 O -5.1480 5.2340 -1.0951
92 O 4.3872 7.1476 -6.2586
93 H -3.8195 2.1226 -3.3573
94 H 0.0450 1.8275 -3.6434
95 H 6.1380 4.6425 -5.7420
96 C 0.8100 -5.3903 3.3816
97 H 5.8002 2.3174 -7.8411
98 C -2.0241 -10.1314 6.7806
99 H -2.2542 5.4801 -0.0241
100 B -0.5100 -0.5047 0.5224
101 C -4.2271 5.9442 -0.7126
102 H 3.8574 -4.2280 -1.4326
103 H 4.9135 11.7304 -1.2810
104 N -0.7333 -6.5359 4.9075
105 H -1.5456 -2.0390 -1.7118
106 H -0.8210 -3.6219 -3.1976
107 H 6.9665 4.5241 -7.3317
108 C 1.7463 -1.4593 1.6074
109 Br -2.0205 0.3146 -4.6053
110 O 2.9966 -4.5419 1.5222
111 N 3.4182 -6.3523 0.2728
112 N -2.7881 -10.7894 5.8702
113 H 6.6990 2.1905 -6.3051
114 C -4.3679 2.0376 -2.3942
115 C 1.2379 0.3031 -6.8056
116 N -0.8089 8.5272 3.7797
117 H 3.3456 8.0541 -2.2595
118 H 0.0014 -8.4258 5.3459
119 H -3.2598 1.3045 -0.6437
120 O 3.4690 10.3603 -2.8239
121 C -3.0093 8.1437 -0.9465
122 C 1.6947 -1.0466 -6.1542
123 H 1.1355 0.1312 -0.7231
124 H 0.3056 -7.1878 6.5823
125 H -1.6850 -6.6232 5.2283
126 H 4.6335 -7.8717 -0.4515
127 H 1.3549 -1.8692 -6.8369
128 H -1.4228 3.6587 -1.9982
129 H -3.4279 -1.2560 -1.5477
130 C 5.8459 2.7131 -6.7969
131 H -2.3472 7.7914 -0.1606
132 C -5.9398 -9.9444 9.9861
133 H 3.7572 7.3267 0.0683
134 H -2.0553 -2.6384 -4.0174
135 H 3.1535 -7.5693 -1.3881
136 H -2.1808 -1.2656 1.1959
137 C -0.5763 -5.6011 3.9328
138 C 0.4845 8.7563 4.3921
139 O 0.3076 -1.3816 -1.8140
140 C 2.1325 1.5382 -6.4225
141 H 3.7192 8.7555 -5.1717
142 H -4.6011 -11.8019 5.8479
143 C -3.2641 -0.3633 -2.1895
144 H 2.3519 -1.0495 0.7674
145 H -4.4948 -10.4076 4.7499
146 C 3.3169 7.7822 -5.5191
147 H -3.4919 9.0674 -0.6207
148 H 2.9480 7.1537 -4.6745
149 C 4.5469 7.7863 -0.5293
150 C 3.5268 -5.0214 0.5307
151 N -7.1920 -10.2591 10.4074
152 H 4.3135 -3.1476 -0.1087
153 H -3.3263 6.2060 1.2117
154 N 3.9371 8.5424 -1.6046
155 O -5.6286 -10.1045 8.8131
156 H 5.2788 5.7023 -8.2878
157 H 0.3757 6.1308 3.0928
158 H -4.2181 3.0146 -1.8643
159 H 2.3579 -1.2846 2.5320
160 H 1.2643 -7.2048 5.0879
161 H 1.2665 1.4775 -2.3740
162 C -7.7432 -10.1410 11.7430
163 C -5.1871 0.3302 -0.7219
164 H 4.2127 4.2639 -8.0078

Summary:
LUMO energy: 0.40 eV
Frontier orbital gap: 0.34499 Ha
SMILES string: CCB(O)[C@H]1O[C@H](CCCCCCCCCCCCOC)[C@@](Br)(CC(C)C)[C@@H]1C[SH](=O)=O.CNC(C)=O.CNC(C)=O.CNC(C)=O.CNC(C)=O.CNC(C)=O.CNC(C)=O.CNC(C)=O
Net charge: 0
F_max: 0.078 hartree/bohr
E_tot: -164793.095 eV

---

(2)
Molecular formula: C45H99N5O7
Method: DFT, the ωB97M-V functional and the def2-TZVPD basis

Positions of all 156 atoms, in Å:
1 O 3.9761 -14.4637 17.4341
2 C -0.0124 -15.0574 12.7918
3 H 6.5057 -12.8389 21.2559
4 H 1.7002 -5.3648 13.8872
5 H 3.0746 -12.9878 9.7571
6 H 1.1721 -11.8803 12.6882
7 H -0.2712 -14.7934 18.5403
8 H 3.4325 -12.1284 15.2310
9 N 4.4139 -12.9947 12.1957
10 H 9.4386 -12.8660 17.4458
11 N 7.1005 -12.3608 18.7259
12 H -0.6315 -11.5595 22.5925
13 C -0.8218 -12.7414 18.3582
14 H 5.7192 -13.4968 18.3838
15 C 4.1365 -12.7521 9.6873
16 H 6.0612 -13.7616 9.4737
17 H 4.7887 -14.5069 8.5971
18 H 4.6636 -6.1508 16.9383
19 H 7.9597 -10.0723 16.2081
20 H 8.0012 -11.9788 21.0402
21 H 5.5809 -7.4352 16.3046
22 H 5.4015 -15.7633 10.6483
23 H -2.2661 -9.4683 20.7255
24 C 3.5750 -10.7564 11.2315
25 H -0.0020 -14.9944 13.8799
26 H 0.3345 -12.7658 8.8991
27 H 4.0716 -15.1057 14.0188
28 C -2.9863 -12.1607 20.1726
29 H -4.2023 -12.6775 18.2678
30 H 8.8167 -12.5072 15.8905
31 C 4.5347 -5.4574 14.3706
32 C -3.6887 -12.4835 11.3539
33 H -3.6675 -11.3687 20.4838
34 C -2.1686 -12.1959 11.3961
35 H 3.9153 -9.0915 16.7313
36 C -1.5692 -11.7553 22.0724
37 H 4.4505 -10.7745 18.6751
38 H -3.2059 -11.2676 18.2193
39 H -1.7655 -9.9138 19.1238
40 H 3.8014 -8.1789 12.9876
41 H 3.5784 -10.3020 12.2223
42 N 2.4792 -6.6979 15.0547
43 H -0.8005 -15.7671 12.5401
44 C 5.9732 -11.4778 10.9953
45 H 5.9347 -13.0190 16.1937
46 H -2.8896 -13.9352 13.4329
47 H 1.5758 -13.1892 13.6385
48 O 0.6748 -12.1890 20.1540
49 C -1.9725 -10.7631 11.9571
50 H 7.3791 -8.4518 17.9202
51 H -4.1856 -11.7639 10.7033
52 H -1.8675 -12.7407 22.4303
53 H 0.9565 -15.5443 12.6810
54 H 4.0457 -16.2642 12.6904
55 H -2.3567 -14.2895 18.3714
56 C 6.8190 -9.9044 19.4544
57 H 3.8997 -9.9944 10.5229
58 H 3.9357 -15.3527 17.0815
59 H 2.5744 -11.0881 10.9543
60 H 4.4703 -8.9570 14.3825
61 C 6.1722 -11.9716 16.3800
62 H 1.4525 -13.7822 10.8596
63 C 8.5040 -12.8194 16.8869
64 C 3.8204 -8.1096 17.1948
65 C 0.3638 -13.7509 10.8160
66 C 0.3606 -6.9359 16.2227
67 C -0.4199 -11.5845 17.4862
68 C 4.5258 -12.0479 11.0518
69 H -1.9144 -13.1874 9.3223
70 H 8.0289 -13.7913 16.7537
71 C 1.6578 -7.6637 15.8998
72 C -0.1466 -13.6365 12.2884
73 H 6.2052 -10.8494 10.1355
74 C 7.9049 -10.4021 17.2455
75 H -2.3844 -13.4198 16.9685
76 H 3.7209 -15.4040 10.5525
77 O 2.8021 -12.3566 15.9142
78 H 0.6904 -9.7033 15.8769
79 C 4.5601 -7.0545 16.3377
80 H 6.6822 -12.3054 11.0205
81 H 6.1836 -10.8518 11.8624
82 H 0.8260 -11.3555 19.7021
83 H -0.1120 -11.8873 16.4853
84 H 0.7115 -8.9285 14.3492
85 H 8.9072 -10.2803 17.6561
86 H 7.1003 -14.1608 12.2539
87 C -3.2365 -12.2910 18.5932
88 C 4.6965 -14.9323 10.6699
89 H 0.0039 -14.6882 10.3915
90 H 6.5167 -15.7296 12.9667
91 H 4.1307 -4.6179 14.9364
92 H -0.1875 -7.4361 17.0211
93 C 5.0037 -14.0157 9.5461
94 C 0.6980 -12.7234 13.1907
95 H -2.2155 -10.9617 22.4474
96 C -2.2785 -13.2539 18.0406
97 O 1.7334 -6.3236 13.8524
98 H 3.3009 -14.4436 18.1122
99 H 1.8776 -8.6818 17.8382
100 H -4.2556 -12.5120 12.2845
101 N -1.6199 -13.2294 12.2590
102 H 2.2098 -9.4831 14.9652
103 C 3.8434 -15.2276 12.9599
104 H -1.7630 -11.4532 9.3984
105 O -2.2080 -13.2688 13.5469
106 H 0.3638 -11.0106 17.9808
107 H 5.3781 -7.6392 13.5470
108 H 0.2751 -11.6285 10.3434
109 C 6.3793 -11.4512 19.6321
110 N -0.6267 -12.4752 19.8441
111 O 4.3951 -12.4593 13.4474
112 H 5.9873 -9.4606 17.5975
113 C -0.0164 -12.5877 9.9156
114 C 6.9181 -11.8621 21.0032
115 H -1.1982 -10.8237 17.4276
116 H 4.2175 -11.1250 20.3411
117 H 7.6841 -9.6128 20.0500
118 H -0.3722 -7.0659 15.4264
119 H 6.0657 -9.2415 19.8800
120 C 0.0649 -13.9298 17.9665
121 H 6.3665 -14.2288 13.8118
122 C 3.9638 -6.8238 14.8502
123 H 3.4885 -12.6541 13.6961
124 C 4.8469 -14.3787 12.1589
125 C 4.7691 -11.4581 19.4620
126 H 4.1639 -5.2313 13.3709
127 C 7.3857 -11.8539 17.3542
128 C 7.0011 -9.4712 17.9979
129 H 4.5308 -12.4849 19.1844
130 H 5.2592 -11.5745 16.8236
131 H -2.4439 -10.7308 12.9394
132 C -1.6174 -11.6042 20.5198
133 H -2.3725 -10.0323 11.2543
134 H 0.1036 -12.2017 13.9408
135 H 0.0212 -14.1887 16.9085
136 H 4.3133 -12.1937 8.7681
137 H -3.3752 -12.9742 20.7851
138 C -1.5924 -10.1277 20.1785
139 H 2.8008 -15.0561 12.6921
140 H 2.2010 -6.9582 17.9442
141 H -0.9313 -10.4831 12.1174
142 H 0.5702 -5.8796 16.3917
143 H 1.1409 -13.7962 18.0788
144 C -1.5252 -12.3727 9.9331
145 H 6.2740 -11.4655 15.4200
146 O 6.5893 -13.6565 18.7566
147 H -3.7773 -13.4653 10.8889
148 H -0.6016 -9.7294 20.3972
149 C 4.4018 -7.9931 13.8782
150 H 6.5037 -11.2206 21.7808
151 C 1.2787 -9.0095 15.2765
152 H 5.6195 -5.4395 14.2663
153 C 2.3361 -7.8405 17.3186
154 C 6.3166 -14.6688 12.8158
155 H 3.2202 -13.0685 16.3985
156 H 4.2585 -8.2607 18.1813

Summary:
LUMO energy (alpha / beta): -2.04 / -6.50 eV
Frontier orbital gap (alpha / beta): 0.29620 / 0.13227 Ha
Net charge: +1
Multiplicity: 2
Energy relative to the best compared isomer or geometry (same formula, charge and spin): 0.0 kJ/mol
F_max: 0.060 hartree/bohr
E_tot: -70037.569 eV

---

(3)
Molecular formula: C46H101AsF6N5O3
Method: DFT, the ωB97M-V functional and the def2-TZVPD basis

Positions of all 162 atoms, in Å:
1 H -6.0613 -2.0494 1.7385
2 H -0.1288 1.0178 3.9538
3 H 7.7975 0.2591 1.8842
4 H 1.0885 3.3105 3.2863
5 C -1.6757 -5.1655 -2.1763
6 H 5.9862 -1.3352 2.0100
7 C -4.4325 3.9584 -5.2638
8 H -1.2319 -4.0356 1.6975
9 C -4.0307 2.8549 -6.3136
10 C 1.6052 4.3860 0.7358
11 C 6.8579 0.2725 0.0039
12 H -2.5238 -5.8656 -2.0440
13 C -2.8993 -3.7734 6.2220
14 F 1.9849 -0.6448 -2.3033
15 H 4.7371 0.4959 -2.5503
16 H 6.3112 4.6200 0.1187
17 C 5.7666 4.5634 -0.8335
18 H -1.0943 -2.4223 3.5949
19 C 4.4631 -0.2736 0.0209
20 H -3.9065 3.3121 -7.2864
21 As 1.3808 0.9955 -2.5454
22 H 0.0358 -4.3363 -4.8184
23 C -2.0571 3.7870 -3.3910
24 H 0.2883 4.8785 4.5448
25 H -2.9461 2.4272 2.8206
26 H 1.3082 -3.3759 -4.0026
27 C -0.4785 -6.0050 -2.6665
28 H -4.8717 2.1602 -6.3429
29 H -5.5081 -2.1120 0.0642
30 C 5.9897 3.1124 -1.3882
31 H -5.4003 4.3794 -5.5225
32 C -3.4978 -4.8771 3.9942
33 H 6.2346 5.3184 -1.4916
34 C -0.6779 1.7937 4.3861
35 C -1.5480 -3.2371 4.1799
36 C -0.7787 -1.5344 0.6499
37 C -0.9424 5.8328 -2.2477
38 H -1.9849 4.3107 -4.3597
39 H -2.7753 -2.0210 2.4697
40 H 5.7487 -0.1775 3.2026
41 H -1.6074 3.6233 6.5527
42 H 6.5466 0.4983 -2.5554
43 O -0.9202 -0.6716 1.5618
44 H 4.7170 4.8398 -0.6133
45 O -1.6141 -2.3758 0.1602
46 H -4.9350 -4.0684 1.5872
47 F 1.8764 1.3727 -0.8013
48 H 0.4136 2.2379 1.9724
49 H 0.0329 1.6831 6.3920
50 H 2.4581 -5.3592 -4.1397
51 H -0.8552 6.2664 -3.2484
52 C 0.0297 2.4792 5.6056
53 H 5.5875 -0.9965 -2.1764
54 H -0.0213 4.1638 6.9444
55 H -1.3616 -5.4364 2.8264
56 C 0.3479 -3.8968 -3.8376
57 H 3.9707 0.8974 1.7299
58 H -1.1564 6.7085 -1.6221
59 C 2.6464 -3.8307 -1.8888
60 H -0.8496 -6.4305 -3.5918
61 H -4.2944 -5.1382 3.2934
62 H 2.4954 4.4967 1.3120
63 H -0.0240 5.3368 -1.9974
64 H -1.6901 1.4794 4.6939
65 H 3.6006 -0.0229 -0.4692
66 O 0.6050 -1.5949 0.1569
67 F -0.2126 0.5737 -1.8093
68 H -1.1121 5.7212 5.1135
69 H 0.5369 5.1640 2.3683
70 C -0.7212 4.7291 4.9427
71 H -0.4575 -2.3836 -2.3963
72 H -1.3806 -4.6694 -1.2330
73 H 4.0785 2.0960 -0.9353
74 C -0.6485 3.7731 6.1507
75 C -2.1996 -2.6605 5.4100
76 H 7.0675 2.9493 -1.3729
77 H -0.4612 4.6218 1.0659
78 H -2.5622 -5.1775 1.5578
79 H -3.6831 4.7534 -5.4155
80 H -2.2537 4.3894 -1.2158
81 H 2.1030 -6.7216 -3.0468
82 H -0.7107 -4.0191 4.3697
83 H 0.8861 -0.7320 0.6115
84 H -1.8796 4.6127 3.0752
85 H 5.0641 2.4202 0.4411
86 C -5.1546 -2.1128 1.1184
87 C 5.6920 -0.2806 2.1165
88 H -4.6968 4.1918 -3.0995
89 H -2.9474 -1.8572 5.1822
90 H 1.6817 3.5668 0.0070
91 H 1.1143 2.6610 5.4615
92 H -1.8719 3.0684 1.5683
93 H -3.5224 -3.4758 0.6022
94 H 1.1742 -6.5715 -4.5175
95 H -4.0784 1.4192 -2.2640
96 F 2.9123 1.4815 -3.1253
97 C 5.6383 0.1176 -2.1156
98 H -1.6328 1.2955 2.0668
99 H -5.1805 2.5851 -3.8027
100 H -0.1839 -6.7730 -1.9993
101 H -1.4180 -2.2109 6.0232
102 H 3.6434 -0.7538 1.7887
103 C -0.7415 -3.0178 -3.2479
104 C -1.8944 -4.7118 2.2751
105 C -3.3795 2.2042 -2.1339
106 C -4.2173 -3.2547 1.3662
107 H -2.4199 1.9304 -1.7001
108 H -2.5128 3.6480 4.3264
109 H 1.5032 -5.5412 -1.0994
110 H 2.4967 -3.2268 0.2627
111 C 0.3323 3.1503 2.5529
112 C 0.3850 4.3620 1.6409
113 H -1.8092 2.6833 -6.0248
114 C -1.9534 2.2994 2.3768
115 H 7.6093 0.8486 -0.4875
116 F 0.8521 2.6879 -2.7412
117 H -3.7892 2.9872 -1.5086
118 C 4.4142 -0.0592 1.4291
119 H 2.3354 -2.8592 -2.2773
120 C 1.6901 -5.9929 -3.7782
121 H 4.7600 -1.2698 -0.3163
122 H 1.5929 5.3200 0.1619
123 H -3.4749 0.9175 -4.1336
124 C 6.8107 0.5577 1.4985
125 C -3.9932 -4.3731 5.3633
126 H -4.1542 -2.5076 3.4194
127 H 5.7483 3.0086 -2.4563
128 N -2.5778 -3.9211 3.2691
129 H -2.5598 1.1707 -6.4633
130 H -2.0903 -4.4385 6.4675
131 N -3.1569 2.7961 -3.4412
132 H -4.7018 -3.5288 5.2305
133 H -2.8901 -5.7928 4.1298
134 N 5.5876 0.6069 -0.6708
135 H 4.2170 -3.4920 -0.2862
136 N 0.6889 -5.1198 -2.9694
137 C -1.6095 4.0638 3.9106
138 H -0.9375 -2.2083 -4.0270
139 N -0.9682 2.8607 3.3402
140 C -4.4722 3.4233 -3.8436
141 C -1.9871 -3.9418 -3.1200
142 H 7.0117 -0.8069 -0.0825
143 H 6.6935 1.5980 1.6893
144 F 0.8724 0.5053 -4.0407
145 C 5.1039 2.1507 -0.5961
146 H 0.6850 -4.0609 -1.1188
147 H -1.7774 1.4417 -4.0533
148 C 3.1747 -3.7719 -0.3843
149 H -2.8081 -3.3731 -2.6478
150 H -1.1103 3.1699 -3.2000
151 C 1.3448 -4.6370 -1.7348
152 C -3.4562 -2.8697 2.6582
153 H -3.3032 -3.3194 7.1319
154 C -2.7814 1.6999 -4.4283
155 H -4.5933 -5.1166 5.9183
156 H -4.6927 -1.1159 1.1669
157 C -2.7565 2.1036 -5.8609
158 H 3.1136 -4.7817 0.0790
159 C -2.1757 4.8690 -2.2608
160 H 3.3506 -4.1406 -2.6073
161 H -2.3293 -4.1666 -4.1651
162 H -3.0532 5.4949 -2.3275

Summary:
LUMO energy: -5.13 eV
Frontier orbital gap: 0.35571 Ha
Net charge: +3
F_max: 0.081 hartree/bohr
E_tot: -140058.327 eV

---

- Look up the F_max of the second one.
  0.060 hartree/bohr

---

- The highest net charge belongs to which entry?
  C46H101AsF6N5O3